{
  "formula": "C8H19PSi",
  "method": "wB97M-V/def2-TZVPD",
  "homo_lumo_gap_ev": [7.12, 7.26],
  "relative_energy_kcal_mol": 70.2,
  "largest_force_ev_per_a": 3.31,
  "species": ["C", "C", "C", "C", "C", "C", "C", "C", "Si", "P", "H", "H", "H", "H", "H", "H", "H", "H", "H", "H", "H", "H", "H", "H", "H", "H", "H", "H", "H"],
  "coordinates": [[0.05032, 0.27996, -0.41056], [1.72421, 1.51422, 1.27726], [0.91074, 2.68027, -0.82121], [-0.78994, 1.26138, 0.38906], [-0.05830, -1.63104, 2.14756], [-2.01618, -1.64788, -0.23175], [1.01702, -2.57914, -0.66064], [0.61548, 1.56694, 0.17721], [-0.22273, -1.45140, 0.25872], [-1.68144, 1.50338, -3.06978], [1.59517, 0.51788, 1.67331], [2.70173, 1.72497, 0.74481], [1.59523, 2.25310, 2.07781], [1.46415, 3.62171, -0.48699], [1.66385, 2.11217, -1.52813], [0.00292, 2.87521, -1.41295], [0.03177, 0.46197, -1.48866], [-1.57852, 1.87934, -0.07006], [-1.09752, 0.98826, 1.31062], [-0.72454, -0.76261, 2.27303], [-0.26963, -2.68834, 2.48756], [0.90043, -1.38727, 2.51276], [-2.33189, -0.87738, -0.84743], [-2.13162, -2.56149, -0.85144], [-2.76898, -1.55795, 0.68623], [0.82936, -3.61649, -0.68293], [1.01001, -2.41773, -1.74304], [1.97179, -2.31185, -0.16553], [-2.41287, 0.24982, -3.54487]],
  "forces_ev_per_a": [[0.436, 1.010, 0.347], [-0.758, 0.269, -1.371], [1.934, -1.297, -1.856], [-0.754, 1.495, -2.320], [-0.653, -0.517, -1.764], [-1.077, -1.797, 2.359], [-0.431, 1.373, 0.025], [1.889, 1.235, 1.157], [1.057, -0.621, -0.864], [-1.012, -1.361, -0.774], [0.873, -0.213, 0.475], [-0.918, -0.693, 0.868], [-0.071, -0.064, -0.251], [-1.146, -1.331, -0.019], [-1.179, 1.564, 0.794], [0.532, 0.411, 0.176], [-0.428, -0.697, 0.020], [0.588, -0.182, -0.115], [-0.854, -1.161, 2.984], [-0.324, -0.841, 1.431], [-0.616, 1.547, -0.186], [1.161, 0.415, 0.377], [-0.346, 1.761, -1.341], [-0.359, 0.171, 0.803], [1.559, -0.772, -1.848], [-0.127, -1.451, 0.911], [0.391, 0.816, 0.096], [-0.194, -0.433, -0.668], [0.826, 1.365, 0.554]]
}